Entry from the Open Molecules 2025 dataset: C23H26N4O5 as an isolated structure (the ωB97M-V functional and the def2-TZVPD basis).

```
! wB97M-V def2-TZVPD RIJCOSX def2/J DEFGRID3
* xyz 0 1
O 0.623 3.912 4.696
O -3.126 -1.444 -2.273
O 1.313 -0.941 -0.986
O -0.140 2.104 5.904
O -1.923 -3.538 -4.616
N 1.314 -3.149 -0.990
N 1.385 3.925 9.289
N -1.023 -0.647 -2.410
N 1.815 5.031 8.613
C 3.419 0.782 1.963
C 2.326 0.205 2.615
C 0.829 -1.979 -1.421
C -4.375 -2.350 -8.027
C 2.454 2.979 2.296
C 0.232 3.284 3.461
C 1.348 2.408 2.945
C 0.842 -4.495 -1.319
C -1.003 -2.499 -4.861
C -2.345 -0.504 -2.331
C 0.132 -2.251 -3.878
C -2.256 -1.881 -6.867
C 1.297 1.015 3.106
C 0.432 3.187 5.832
C 3.485 2.170 1.807
C 0.842 3.147 8.377
C -2.866 0.913 -2.289
C 0.924 3.764 7.072
C 1.551 4.960 7.255
C -0.329 -1.940 -2.438
C -3.750 -4.502 -5.267
C -3.201 -2.893 -6.590
C -1.159 -1.687 -6.003
H 0.398 2.176 8.578
H -1.816 -4.164 -3.742
H 0.758 -3.143 -3.870
H -3.952 0.887 -2.213
H -0.450 -0.894 -6.201
H 2.283 5.821 9.062
H 1.117 -4.757 -2.342
H -0.691 2.703 3.571
H 2.513 4.056 2.173
H 4.215 0.152 1.576
H 0.455 0.559 3.620
H -2.574 1.429 -3.202
H -1.034 -2.712 -2.135
H 1.302 -5.218 -0.642
H -2.383 -1.245 -7.729
H 0.021 4.064 2.723
H 2.073 -3.065 -0.330
H -4.289 -3.057 -7.388
H 2.272 -0.872 2.739
H -2.451 1.422 -1.421
H 0.753 -1.428 -4.233
H -3.022 -3.732 -5.473
H 4.336 2.618 1.304
H -0.447 0.179 -2.377
H 1.789 5.693 6.487
H -0.242 -4.561 -1.205
*
```

Summary:
Energy above the lowest of the compared OMol25 structures with the same formula, charge and spin: 2278.2 kJ/mol
E_LUMO: -1.029 eV
Frontier orbital gap: 6.3 eV
Largest force on an atom: 9.5 eV/Å

Atom charges from the Mulliken analysis, given in e for atoms 1 to 8: atom 1 (O): -0.309, atom 2 (O): -0.647, atom 3 (O): -0.702, atom 4 (O): -0.633, atom 5 (O): -0.446, atom 6 (N): -0.131, atom 7 (N): -0.756, atom 8 (N): -0.107

---

Entry from the Open Molecules 2025 dataset: one molecule with the formula C23H26N6O4 (the ωB97M-V functional and the def2-TZVPD basis).

```
! wB97M-V def2-TZVPD RIJCOSX def2/J DEFGRID3
* xyz 0 1
O -2.293 2.539 -1.635
O 6.354 1.547 -1.269
O 0.313 -0.991 2.524
O 6.378 -0.752 -1.150
N -0.134 -1.605 -1.338
N 2.260 -0.893 1.404
N -1.186 1.957 1.406
N 0.610 -0.586 -1.416
N -1.138 -1.330 -0.496
N 0.155 0.390 -0.646
C -0.912 2.924 0.346
C 2.126 1.823 1.265
C 3.262 -0.252 0.734
C -3.028 -4.550 -1.208
C -2.121 -2.363 -0.172
C -3.483 -1.729 0.109
C 1.122 1.153 1.877
C 4.298 -0.992 0.142
C -2.142 3.181 -0.457
C -2.208 -3.282 -1.408
C -3.477 2.913 -2.148
C 4.256 1.854 -0.003
C 1.163 -0.298 1.978
C -0.122 1.829 2.390
C 3.231 1.155 0.666
C -3.235 3.961 -0.212
C 5.254 1.120 -0.573
C -0.930 -0.061 -0.053
C -1.739 0.703 0.948
C 5.274 -0.284 -0.503
C -1.601 -3.119 1.055
C -4.105 3.787 -1.316
C 7.049 0.384 -1.654
H 4.239 2.929 -0.063
H -1.877 0.071 1.830
H -2.390 -3.728 1.485
H -2.631 -2.705 -2.234
H 4.316 -2.068 0.186
H -4.063 -4.331 -0.957
H 2.280 -1.906 1.438
H -0.116 2.580 -0.329
H -3.024 -5.125 -2.131
H -5.059 4.249 -1.467
H 0.114 2.835 2.745
H -0.769 -3.760 0.772
H 8.073 0.413 -1.250
H 7.094 0.326 -2.754
H -0.606 3.853 0.834
H -3.510 -1.256 1.085
H -0.523 1.242 3.222
H -3.754 2.499 -3.097
H -1.193 -3.563 -1.692
H -4.246 -2.501 0.095
H -2.722 0.919 0.514
H 2.093 2.902 1.201
H -3.397 4.580 0.646
H -3.731 -0.994 -0.655
H -1.246 -2.421 1.811
H -2.605 -5.171 -0.423
*
```

Summary:
Energy above the lowest of the compared OMol25 structures with the same formula, charge and spin: 114.9 kJ/mol
E_LUMO: 0.527 eV
Frontier orbital gap: 8.2 eV
Structure (SMILES): CCC(C)(C)n1nnnc1CN(Cc1ccco1)Cc1cc2cc3c(cc2[nH]c1=O)OCO3
Largest force on an atom: 1.4 eV/Å

Atom charges from the Mulliken analysis, given in e for atoms 1 to 8: atom 1 (O): -0.267, atom 2 (O): -0.504, atom 3 (O): -0.746, atom 4 (O): -0.500, atom 5 (N): -0.235, atom 6 (N): 0.159, atom 7 (N): 0.174, atom 8 (N): -1.327

---

Entry from the Open Molecules 2025 dataset: C23H27BeN8OS as an isolated structure (the ωB97M-V functional and the def2-TZVPD basis).

```
! wB97M-V def2-TZVPD RIJCOSX def2/J DEFGRID3
* xyz 1 1
S -2.021 -2.263 -0.921
O 0.376 -0.794 0.492
N -3.488 -1.286 1.103
N 2.551 -0.458 0.569
N -2.328 -0.769 1.540
N 2.439 -2.274 -3.729
N 1.398 -0.245 -3.111
N -4.573 -2.568 -0.420
N -0.039 -0.349 3.131
N -1.269 0.774 -0.644
C -0.271 2.092 -3.998
C 0.397 1.220 -4.763
C 2.276 0.908 0.153
C 1.069 0.052 3.726
C 2.062 -1.356 -2.863
C 3.940 -0.808 0.752
C -1.299 1.900 0.063
C 2.123 -2.054 -4.997
C -2.374 -0.131 2.671
C -3.680 0.069 3.367
C -3.440 -2.000 0.011
C 1.512 -1.265 0.727
C -0.612 2.015 -2.583
C -0.946 0.829 -1.928
C 1.612 -2.690 1.154
C 1.442 -0.915 -5.392
C 1.163 1.205 4.492
C 1.074 -0.013 -4.388
C -0.683 3.195 -1.838
C -1.152 0.367 3.297
C -1.038 3.135 -0.501
C -1.160 1.539 4.065
C 0.018 1.969 4.649
Be -1.141 -0.811 0.273
H 0.041 2.887 5.218
H 2.444 -2.807 -5.704
H -1.114 4.029 0.097
H -0.976 -0.106 -2.465
H 3.194 1.489 0.192
H -0.602 3.006 -4.475
H -3.549 0.276 4.423
H 1.878 0.916 -0.866
H 2.573 -2.994 1.546
H -1.556 1.794 1.106
H 4.071 -1.879 0.866
H 2.097 1.490 4.949
H 2.334 -1.535 -1.831
H -5.419 -2.469 0.113
H 0.845 -2.837 1.911
H 4.511 -0.492 -0.123
H -4.217 0.893 2.899
H 1.530 1.360 0.809
H -2.067 2.110 4.185
H -4.544 -3.188 -1.210
H 0.505 1.461 -5.813
H 1.928 -0.590 3.585
H 1.200 -0.728 -6.427
H -0.457 4.143 -2.306
H -4.284 -0.825 3.229
H 1.353 -3.319 0.301
H 4.339 -0.304 1.635
*
```

Summary:
E_LUMO: -2.941 eV
Frontier orbital gap: 7.6 eV
Largest force on an atom: 1.7 eV/Å

Atom charges from the Mulliken analysis, given in e for atoms 1 to 8: atom 1 (S): -0.481, atom 2 (O): 0.470, atom 3 (N): -1.311, atom 4 (N): 0.574, atom 5 (N): 1.246, atom 6 (N): -0.584, atom 7 (N): -0.280, atom 8 (N): -0.408

---

Entry from the Open Molecules 2025 dataset: one molecule with the formula C23H27ClN4O (the ωB97M-V functional and the def2-TZVPD basis).

```
! wB97M-V def2-TZVPD RIJCOSX def2/J DEFGRID3
* xyz 0 1
Cl -3.773 3.982 0.524
O 2.857 -0.716 -0.995
N 1.404 0.385 3.587
N 1.355 0.960 -1.231
N 1.120 1.564 1.720
N -0.627 -0.997 -0.285
C 2.304 1.857 -1.865
C 1.509 -0.746 4.355
C -2.425 1.812 1.409
C 1.077 -0.924 1.577
C 1.760 -0.235 -0.761
C 0.782 -1.066 0.084
C 0.859 2.307 -3.912
C -1.364 0.208 -0.053
C 1.464 1.714 3.944
C -2.570 2.085 -0.981
C 1.405 -1.947 3.762
C 1.575 2.859 -2.716
C 1.190 -2.032 2.354
C -1.389 -2.195 0.051
C 1.198 0.346 2.216
C 1.572 4.146 -2.402
C -2.854 2.521 0.301
C -0.997 -3.172 -2.236
C -2.001 -4.553 -0.386
C -1.830 0.926 -1.148
C -1.014 -3.447 -0.741
C 1.286 2.406 2.783
C -1.685 0.656 1.225
H -2.010 -4.752 0.688
H 0.142 1.541 -3.612
H 2.921 2.363 -1.114
H -2.922 2.648 -1.835
H 1.676 -0.601 5.413
H 1.050 4.875 -3.011
H -2.668 2.163 2.402
H 0.565 1.397 -0.784
H 2.098 4.511 -1.528
H -1.745 -5.480 -0.899
H 2.967 1.242 -2.476
H -3.015 -4.273 -0.683
H -1.357 -2.429 1.131
H -0.018 -3.792 -0.441
H -0.263 -2.411 -2.497
H -0.764 -4.082 -2.793
H -2.430 -1.956 -0.181
H 1.269 3.477 2.666
H 0.331 3.090 -4.454
H -1.591 0.563 -2.140
H 1.094 -2.075 -0.172
H 1.493 -2.841 4.362
H 1.626 2.027 4.960
H 1.567 1.826 -4.592
H -1.355 0.090 2.087
H -1.979 -2.816 -2.565
H 1.132 -3.007 1.886
*
```

Summary:
Energy above the lowest of the compared OMol25 structures with the same formula, charge and spin: 77.1 kJ/mol
E_LUMO: 0.561 eV
Frontier orbital gap: 9.0 eV
Structure (SMILES): C=C(C)CNC(=O)[C@@H](c1cccn2ccnc12)N(CC(C)C)c1ccc(Cl)cc1
Largest force on an atom: 0.4 eV/Å

Atom charges from the Mulliken analysis, given in e for atoms 1 to 8: atom 1 (Cl): -0.233, atom 2 (O): -0.729, atom 3 (N): 0.051, atom 4 (N): 0.457, atom 5 (N): -0.180, atom 6 (N): 1.067, atom 7 (C): -1.084, atom 8 (C): -0.335